ORCA calculation (ωB97M-V with the def2-TZVPD basis set) on a gas-phase ion, C38H50N3 (charge +1) at a distorted geometry.

Computed properties:
Total charge   +1
F_max   2.8 eV Å⁻¹
Energy   -44682.0229 eV

Last columns: bonded neighbours and bond lengths (Å).
CARTESIAN COORDINATES (ANGSTROEM)
1 C 3.63124 -4.73300 -0.08833  C2 1.519, C29 1.528, H30 1.095, H31 1.093
2 C 4.99567 -4.22359 0.34183  C1 1.519, N3 1.442, H32 1.103, H33 1.102
3 N 5.12110 -2.78750 0.36716  C2 1.442, C4 1.446, C8 1.365
4 C 6.49109 -2.34638 0.50515  N3 1.446, C5 1.516, H34 1.101, H35 1.106
5 C 6.60361 -0.88998 0.91147  C4 1.516, C6 1.527, H36 1.096, H37 1.091
6 C 5.69186 -0.01353 0.05595  C5 1.527, C7 1.493, H38 1.095, H39 1.101
7 C 4.29578 -0.54027 -0.00273  C6 1.493, C8 1.422, C28 1.397
8 C 4.07301 -1.93138 0.19030  N3 1.365, C7 1.422, C9 1.417
9 C 2.73893 -2.40607 0.24665  C8 1.417, C10 1.395, C29 1.487
10 C 1.67865 -1.50092 0.19363  C9 1.395, C11 1.403, H40 1.088
11 C 1.87350 -0.14458 -0.10795  C10 1.403, C12 1.555, C28 1.411
12 C 0.65601 0.81852 -0.19744  C11 1.555, C13 1.548, H41 1.103, C66 1.484
13 C -0.65384 0.00339 -0.32294  C12 1.548, C14 1.358, H42 1.100
14 C -1.88006 0.38325 0.12149  C13 1.358, C15 1.461, H43 1.098
15 C -3.04850 -0.49418 0.11943  C14 1.461, C16 1.416, C27 1.412
16 C -2.94172 -1.90614 0.15169  C15 1.416, C17 1.395, H44 1.091
17 C -4.06584 -2.72558 0.25988  C16 1.395, C18 1.426, C22 1.494
18 C -5.36859 -2.14522 0.27817  C17 1.426, N19 1.364, C26 1.427
19 N -6.48025 -2.92670 0.40160  C18 1.364, C20 1.445, C23 1.447
20 C -6.47006 -4.37075 0.35565  N19 1.445, C21 1.515, H45 1.104, H46 1.100
21 C -5.15846 -4.96811 -0.11295  C20 1.515, C22 1.528, H47 1.092, H48 1.095
22 C -3.94525 -4.20604 0.41952  C17 1.494, C21 1.528, H49 1.094, H50 1.102
23 C -7.81935 -2.39772 0.54473  N19 1.447, C24 1.516, H51 1.105, H52 1.099
24 C -7.85930 -0.95121 0.99604  C23 1.516, C25 1.527, H53 1.092, H54 1.096
25 C -6.84577 -0.09979 0.23397  C24 1.527, C26 1.493, H55 1.102, H56 1.095
26 C -5.49096 -0.72649 0.19088  C18 1.427, C25 1.493, C27 1.387
27 C -4.34957 0.05463 0.08854  C15 1.412, C26 1.387, H57 1.092
28 C 3.20567 0.29519 -0.25956  C7 1.397, C11 1.411, H58 1.093
29 C 2.47846 -3.86112 0.40691  C1 1.528, C9 1.487, H59 1.094, H60 1.097
30 H 3.59887 -4.78340 -1.18211  C1 1.095
31 H 3.50644 -5.74968 0.29175  C1 1.093
32 H 5.23400 -4.61107 1.34719  C2 1.103
33 H 5.76894 -4.62739 -0.33231  C2 1.102
34 H 6.98868 -2.99649 1.24100  C4 1.101
35 H 7.01188 -2.49982 -0.45879  C4 1.106
36 H 6.33028 -0.79041 1.96780  C5 1.096
37 H 7.64560 -0.58098 0.81142  C5 1.091
38 H 5.68351 1.00265 0.46288  C6 1.095
39 H 6.11636 0.05690 -0.95722  C6 1.101
40 H 0.67129 -1.87911 0.35412  C10 1.088
41 H 0.56119 1.30769 0.78624  C12 1.103
42 H -0.59854 -0.89463 -0.95537  C13 1.100
43 H -2.05922 1.41885 0.43805  C14 1.098
44 H -1.95204 -2.36555 0.12812  C16 1.091
45 H -6.72128 -4.75242 1.36045  C20 1.104
46 H -7.28674 -4.70216 -0.30321  C20 1.100
47 H -5.12009 -6.00904 0.21623  C21 1.092
48 H -5.13986 -4.97018 -1.20801  C21 1.095
49 H -3.04413 -4.55512 -0.09260  C22 1.094
50 H -3.81826 -4.45272 1.48582  C22 1.102
51 H -8.34791 -2.49786 -0.42055  C23 1.105
52 H -8.36256 -3.03026 1.26092  C23 1.099
53 H -8.86931 -0.56599 0.83892  C24 1.092
54 H -7.64832 -0.89852 2.07005  C24 1.096
55 H -7.21522 0.06414 -0.79087  C25 1.102
56 H -6.76864 0.88507 0.70721  C25 1.095
57 H -4.45636 1.13765 -0.00646  C27 1.092
58 H 3.42304 1.31719 -0.58037  C28 1.093
59 H 1.56768 -4.11720 -0.14185  C29 1.094
60 H 2.28193 -4.08682 1.46215  C29 1.097
61 C 3.05059 5.42645 2.18609  C62 1.512, C72 1.526, H73 1.092, H74 1.095
62 C 2.86145 6.02916 0.81224  C61 1.512, C63 1.527, H75 1.095, H76 1.097
63 C 1.75264 5.35817 0.00439  C62 1.527, N64 1.470, H77 1.105, H78 1.100
64 N 1.64204 3.89415 0.08498  C63 1.470, C65 1.357, C71 1.476
65 C 0.76626 3.33667 -0.78949  N64 1.357, C66 1.543, C70 1.495
66 C 0.82684 1.86184 -1.23854  C12 1.484, C65 1.543, C67 1.556, H79 1.108
67 C -0.05255 1.53292 -2.47950  C66 1.556, C68 1.519, H80 1.099, H81 1.094
68 C -0.29102 2.68103 -3.44446  C67 1.519, C69 1.528, H82 1.098, H83 1.096
69 C -0.95260 3.81728 -2.66694  C68 1.528, C70 1.526, H84 1.094, H85 1.097
70 C 0.02848 4.33718 -1.62066  C65 1.495, C69 1.526, H86 1.101, H87 1.108
71 C 2.15857 3.19753 1.27901  N64 1.476, C72 1.534, H88 1.106, H89 1.095
72 C 3.27861 3.92595 2.03225  C61 1.526, C71 1.534, H90 1.099, H91 1.097
73 H 3.92068 5.88269 2.66369  C61 1.092
74 H 2.17840 5.62030 2.81967  C61 1.095
75 H 2.60157 7.09036 0.88339  C62 1.095
76 H 3.79518 5.96290 0.24028  C62 1.097
77 H 0.79800 5.81999 0.31423  C63 1.105
78 H 1.95782 5.65728 -1.03458  C63 1.100
79 H 1.84901 1.81055 -1.66293  C66 1.108
80 H 0.39622 0.66723 -2.98579  C67 1.099
81 H -1.03427 1.20541 -2.12605  C67 1.094
82 H 0.66553 2.99764 -3.88065  C68 1.098
83 H -0.94124 2.33393 -4.25499  C68 1.096
84 H -1.22761 4.63194 -3.34343  C69 1.094
85 H -1.88422 3.48290 -2.19497  C69 1.097
86 H -0.53115 5.02880 -0.97211  C70 1.101
87 H 0.74177 4.94078 -2.21519  C70 1.108
88 H 1.33098 2.99859 1.98599  C71 1.106
89 H 2.55955 2.21749 0.99832  C71 1.095
90 H 4.22439 3.76237 1.49777  C72 1.099
91 H 3.39183 3.45843 3.01868  C72 1.097